{
  "formula": "C5H11N2O",
  "method": "ωB97M-V/def2-TZVPD",
  "species": ["C", "C", "O", "C", "C", "C", "N", "N", "H", "H", "H", "H", "H", "H", "H", "H", "H", "H", "H"],
  "xyz": [[0.01712, -1.44576, 0.99704], [0.32700, -0.61063, -0.04936], [-0.44022, 0.21491, -0.79493], [-1.85838, 0.17113, -0.73993], [-2.56983, 0.83821, 0.56815], [2.06063, 0.02027, -0.29494], [2.99058, -0.47052, 0.41365], [2.10111, 0.84503, -1.30485], [-1.05405, -1.61685, 1.15575], [0.80839, -1.84072, 1.54420], [-2.24821, 0.54948, -1.64072], [-2.24789, -0.81218, -0.73230], [-2.11258, 1.65027, 1.09605], [-3.57462, 1.19053, 0.38851], [-2.85746, 0.03197, 1.30676], [2.59260, -1.05569, 1.12338], [3.93885, -0.03708, 0.39685], [1.18667, 1.09529, -1.64910], [2.94028, 1.28234, -1.78421]],
  "nbo_charge": [-0.495, 0.348, -0.532, -0.068, -0.664, 0.547, -0.725, -0.744, 0.257, 0.211, 0.214, 0.190, 0.232, 0.243, 0.213, 0.438, 0.445, 0.449, 0.443],
  "e_above_lowest_kj_mol": 313.91,
  "charge": 1,
  "smiles": "C=C(OCC)C(N)=[NH2+]",
  "max_force_ev_per_a": 6.1,
  "total_energy_ev": -10382.352,
  "orbital_gap_ha": 0.3693,
  "e_lumo_ev": -3.4
}